Record 1
Computed, not measured: C19H29MoN4O2 as an isolated structure, with ωB97M-V/def2-TZVPD.

Properties
Max |F| (eV/Å): 0.87
Lowest unoccupied orbital energy (alpha / beta) (eV): -11.839 / -11.248
2S+1: 3
Charge: +3
ΔE to the lowest compared entry with this formula, charge and spin (kcal/mol): 8.6
Energy (a.u.): -1178.01871

Element x y z (Å)
Mo: -0.551080 0.299185 -0.305177
C: -1.361639 2.607169 -2.573350
O: -1.538858 1.256808 -2.065874
C: -1.868920 0.309920 -3.113408
C: -2.313338 -0.948906 -2.422286
O: -1.239533 -1.375622 -1.530789
C: -0.581726 -2.607357 -1.949849
H: -0.733611 2.594784 -3.463535
H: -0.890182 3.201657 -1.795573
H: -2.335471 3.026981 -2.821533
H: -0.982551 0.135852 -3.730283
H: -2.665466 0.712821 -3.740292
H: -2.531144 -1.727366 -3.150615
H: -3.199092 -0.771361 -1.810818
H: -1.335355 -3.387023 -2.045249
H: 0.126357 -2.893340 -1.179645
H: -0.073181 -2.460275 -2.901715
C: 1.910590 -4.246004 1.866597
C: 0.581752 -3.594604 2.197588
N: 0.433637 -2.414567 1.332820
C: 1.460244 -1.648054 0.949603
N: 1.166123 -0.508648 0.193791
C: 2.336075 0.238353 -0.325262
C: 3.424863 0.316887 0.729183
C: 3.859472 -1.101379 1.033530
N: 2.694393 -1.968087 1.277478
C: 3.007492 -3.210776 2.013276
H: 1.890157 -4.637681 0.847550
H: 2.104858 -5.080278 2.537328
H: 0.546186 -3.287352 3.244762
H: -0.251506 -4.266133 2.004056
H: -0.495376 -2.065164 1.170031
H: 2.007765 1.245577 -0.613241
H: 2.718788 -0.264577 -1.216621
H: 3.042666 0.801992 1.630377
H: 4.269988 0.895174 0.361399
H: 4.475059 -1.127512 1.932666
H: 4.453296 -1.520307 0.218213
H: 3.169007 -2.955124 3.063108
H: 3.949122 -3.589593 1.616249
C: -1.396296 0.527929 1.612545
C: -1.638636 1.884993 1.070526
C: -0.632278 2.881449 1.173206
C: -0.896798 4.182238 0.789818
C: -2.171706 4.514833 0.318652
C: -3.175871 3.538564 0.191112
C: -2.906885 2.236744 0.544722
C: -2.464409 5.867798 -0.034821
N: -2.712862 6.947822 -0.340093
H: -2.302962 -0.014092 1.880275
H: -0.692650 0.519258 2.445078
H: 0.311501 2.644345 1.654297
H: -0.147395 4.956753 0.888851
H: -4.157262 3.831388 -0.159046
H: -3.695351 1.493906 0.500389

Cartesian forces (eV/Å) of the 6 atoms listed first:
Mo 0.099 -0.163 -0.176
C 0.016 0.371 -0.065
O 0.326 -0.565 0.268
C -0.010 -0.240 -0.116
C -0.233 0.328 -0.222
O 0.099 0.684 0.536

Record 2
Computed, not measured: C19H29MoN9OS2 as an isolated structure, with ωB97M-V/def2-TZVPD.

Properties
Max |F| (eV/Å): 2.07
Lowest unoccupied orbital energy (alpha / beta) (eV): -6.194 / -7.098
2S+1: 3
Charge: +2
ΔE to the lowest compared entry with this formula, charge and spin (kcal/mol): 6.4
Energy (a.u.): -2173.53087

Element x y z (Å)
Mo: 0.556192 -0.402330 -0.583938
N: 0.922492 -0.107230 -2.912538
C: 0.468492 -1.072430 -3.919738
C: 0.334992 -2.447430 -3.248938
N: 0.057092 -2.359730 -1.798138
C: -1.394308 -2.324930 -1.499938
C: -2.055708 -1.104730 -2.158638
N: -1.500608 0.104670 -1.527438
C: 0.743792 -3.481430 -1.134238
C: 2.221792 -3.133230 -0.953038
N: 2.366592 -1.808930 -0.313838
H: 0.681192 0.837970 -3.205138
H: 1.942192 -0.116530 -2.905838
H: 1.183092 -1.158530 -4.744738
H: -0.462608 -0.736030 -4.376638
H: 1.289792 -2.959130 -3.372738
H: -0.424008 -3.056030 -3.753438
H: -1.216008 -2.854130 0.493862
H: -1.896308 -3.252530 -1.838838
H: -3.139308 -1.181730 -2.022738
H: -1.893808 -1.098630 -3.231238
H: -2.116508 0.383470 -0.761438
H: -1.519208 0.880570 -2.190338
H: 0.638492 -4.413430 -1.705038
H: 0.301092 -3.662930 -0.155538
H: 2.725392 -3.109030 -1.922338
H: 2.694892 -3.922330 -0.361938
H: 3.202492 -1.357330 -0.689138
H: 2.561992 -1.928030 0.680762
N: 1.666292 3.561170 -1.982138
C: 1.319092 2.574870 -1.151038
S: 2.461792 1.238170 -0.911338
N: 0.175192 2.506370 -0.569838
N: 0.049892 1.401970 0.210162
C: -0.226308 1.565070 1.486562
C: -0.413308 2.865370 2.128262
C: -1.255708 3.832370 1.578262
C: -1.442708 5.037270 2.226462
C: -0.775908 5.305370 3.413062
C: 0.115392 4.376570 3.930162
C: 0.294692 3.161770 3.299762
C: -0.168008 0.339970 2.217362
C: -0.550708 0.211470 3.562962
C: -0.442208 -1.005330 4.191162
C: 0.077192 -2.070930 3.453162
C: 0.425892 -1.875230 2.139762
N: 0.291692 -0.707130 1.479162
H: 2.636492 3.655970 -2.238338
H: 1.116392 4.407370 -1.979738
H: -1.775508 3.620070 0.656862
H: -2.110108 5.771270 1.803462
H: -0.943608 6.238770 3.925162
H: 0.674092 4.604870 4.824862
H: 1.013892 2.453870 3.685562
H: -0.938408 1.069270 4.084762
H: -0.734108 -1.135330 5.219562
H: 0.207992 -3.040330 3.903062
H: 0.842392 -2.704830 1.587562
O: -4.087608 -2.516930 -0.470438
S: -3.234608 -1.820430 0.485362
N: -1.543208 -2.080730 -0.076738

Cartesian forces (eV/Å) of the 6 atoms listed first:
Mo 0.857 -0.116 -1.885
N 0.353 0.114 -0.195
C -0.189 -0.339 -0.193
C 0.021 0.341 -0.458
N -0.221 -0.082 0.419
C -0.917 -0.179 -0.673

Record 3
Computed, not measured: C19H29N3O4S as an isolated structure, with ωB97M-V/def2-TZVPD.

Properties
Max |F| (eV/Å): 19.22
Lowest unoccupied orbital energy (eV): 0.318
2S+1: 1
ΔE to the lowest compared entry with this formula, charge and spin (kcal/mol): 498.0
Energy (a.u.): -1604.08086

Element x y z (Å)
C: -4.952280 -2.724399 0.851063
H: -4.505367 -2.933486 -0.252719
H: -3.986988 -2.651368 1.413759
H: -5.673078 -3.511902 1.041596
O: -5.680750 -1.677583 0.695480
C: -5.235355 -0.398225 0.548678
C: -3.986654 -0.113006 0.222632
C: -3.617276 1.353608 -0.385109
C: -4.569631 2.383540 -0.250722
C: -5.755314 1.988957 0.287888
C: -6.170742 0.936766 0.629433
H: -7.203221 0.569941 0.855003
H: -6.518327 2.627089 0.285749
C: -4.134643 3.859510 -0.460136
H: -3.204279 3.798249 -1.128694
H: -4.169044 4.342925 0.534241
H: -4.876341 4.050998 -1.090819
H: -2.633407 1.490102 -0.524568
S: -2.423327 -1.041693 -0.195716
O: -2.868877 -2.020206 -1.077513
O: -2.272881 -1.710223 1.072543
N: -1.374676 -0.074394 -0.453443
C: -0.205827 0.122079 0.417519
H: -0.732855 0.186945 1.510789
C: 0.739138 -1.025327 0.143433
H: 0.242188 -2.045997 0.676345
H: 1.534131 -1.212963 1.125279
C: 1.378403 -1.278216 -1.040206
C: 2.244682 -0.362491 -1.254222
O: 2.054624 0.564089 -2.023396
N: 3.582305 -0.301782 -0.894716
C: 4.078936 -1.408047 -0.048467
H: 3.424465 -2.128148 0.323954
C: 4.514534 -0.814312 1.351938
N: 5.487967 0.269145 1.082125
C: 6.093739 1.143473 2.316564
H: 6.535665 0.174276 2.723383
H: 5.280269 1.475850 3.140608
H: 6.800148 1.707290 2.018731
C: 4.836637 1.447970 0.270149
C: 4.613242 0.559250 -0.963291
H: 3.928391 1.421866 -1.565518
H: 5.315598 0.149075 -1.568891
H: 5.662128 1.933248 -0.013923
H: 3.970792 1.884574 0.550664
H: 5.143019 -1.485644 2.033597
H: 3.728068 -0.368786 1.915297
H: 5.131741 -1.980628 -0.340691
C: 0.236418 -1.451149 -2.143875
H: 0.498996 -1.518613 -2.996061
C: -0.735127 -0.317300 -2.004138
H: -1.600034 -0.506999 -2.646785
H: -0.070387 0.613749 -2.367359
H: -0.284968 -2.544735 -1.754325
H: 1.996558 -2.461586 -0.897417
H: 0.388872 1.014647 0.304295

Cartesian forces (eV/Å) of the 6 atoms listed first:
C 4.722 -4.980 -3.376
H -0.889 -0.455 2.380
H -1.468 -0.127 0.339
H 0.552 -0.550 0.642
O -4.924 7.409 0.851
C -1.521 1.183 0.045

Record 4
Computed, not measured: C19H30CoN2O5Te as an isolated structure, with ωB97M-V/def2-TZVPD.

Properties
Max |F| (eV/Å): 0.41
Lowest unoccupied orbital energy (alpha / beta) (eV): 0.148 / 0.141
2S+1: 4
ΔE to the lowest compared entry with this formula, charge and spin (kcal/mol): 0.0
Energy (a.u.): -2878.47167

Element x y z (Å)
Co: 0.732605 0.077314 -0.712142
C: 4.650902 -0.955890 -2.751268
N: 3.672128 -2.027286 -2.656587
C: 3.953111 -3.189679 -3.478015
C: 2.623501 -1.906135 -1.832782
O: 2.495024 -0.904629 -1.119259
C: 1.612708 -3.053955 -1.769987
O: 0.638014 -2.802493 -0.796356
C: -0.701886 -2.870673 -1.199035
C: -1.062483 -1.681155 -2.090192
O: -0.144897 -0.920137 -2.442257
N: -2.328064 -1.516006 -2.469504
C: -2.724427 -0.321132 -3.200351
C: -3.407507 -2.329234 -1.936223
H: 4.777044 -0.683612 -3.799647
H: 5.610138 -1.290452 -2.352734
H: 4.303171 -0.095797 -2.190377
H: 3.980123 -2.897118 -4.529666
H: 3.204613 -3.963503 -3.354917
H: 4.924883 -3.606524 -3.206783
H: 2.153031 -3.966246 -1.486768
H: 1.182867 -3.210528 -2.763827
H: -1.288408 -2.832931 -0.279441
H: -0.926068 -3.813596 -1.718544
H: -1.838337 0.239250 -3.477240
H: -3.341849 0.308162 -2.557078
H: -3.292254 -0.611979 -4.085201
H: -3.784559 -1.908664 -1.001111
H: -3.084030 -3.352036 -1.763671
H: -4.215479 -2.353089 -2.664957
C: -1.318738 3.386989 -2.236810
O: -0.929189 2.127761 -1.704090
C: 0.459259 1.935450 -1.556540
O: 1.199405 2.796880 -1.965472
H: -2.384688 3.495614 -2.035416
H: -1.140758 3.436100 -3.315209
H: -0.766480 4.205001 -1.772056
C: -1.137567 3.759747 6.103647
C: -0.877745 2.734211 5.035336
C: -0.248971 1.536241 5.312986
C: -0.004460 0.580109 4.327119
C: 0.677742 -0.691509 4.748467
C: -0.406051 0.834056 3.008836
Te: -0.146379 -0.743036 1.602504
C: -1.040067 2.046020 2.707182
C: -1.488354 2.383657 1.321906
C: -1.263986 2.968506 3.721639
H: -0.738419 3.440969 7.066071
H: -2.207795 3.935822 6.227229
H: -0.677900 4.715763 5.850136
H: 0.074715 1.327999 6.327050
H: 1.099008 -0.573840 5.746395
H: 1.472445 -0.972303 4.058293
H: -0.024015 -1.528200 4.770490
H: -0.672999 2.275108 0.610340
H: -1.850426 3.409563 1.275277
H: -2.279250 1.712458 0.978833
H: -1.751951 3.904619 3.471777

Cartesian forces (eV/Å) of the 6 atoms listed first:
Co 0.071 0.143 -0.229
C 0.005 0.047 -0.022
N -0.124 -0.116 0.094
C -0.022 0.030 -0.003
C 0.007 0.120 0.024
O -0.067 0.049 -0.063